# 1
DFT (wB97M-V/def2-TZVPD) results for a cluster of 2 separate species, C32H64N3O2 in total at a distorted geometry.

XYZ file:
```
101
Properties=species:S:1:pos:R:3:forces:R:3:mulliken_charge:R:1
C 2.50084 3.61940 -1.74571 0.1 -0.6 -0.2 -0.86
C 3.09593 2.89356 -2.96323 -0.5 0.3 0.2 -0.61
C 1.94999 2.27414 -3.78036 1.3 0.2 -0.1 -0.24
C 2.38932 1.08737 -4.63731 -0.7 0.4 0.0 -0.77
C 1.25949 0.68896 -5.60298 0.8 -1.3 0.4 -0.78
C 1.21801 -0.84531 -5.80521 -0.1 0.8 -0.3 -0.30
C -0.13846 -1.29554 -6.39164 0.6 0.2 0.3 -1.39
C -0.94671 -2.14762 -5.41479 0.5 -0.1 -0.3 -0.16
C -0.12243 -3.31979 -4.83113 -0.6 0.0 -1.0 -0.27
C -0.95331 -4.61307 -4.69327 0.9 -0.3 0.7 -1.16
C -1.22084 -5.05670 -3.23075 -0.6 0.2 -0.6 -1.08
C -1.33359 -3.90954 -2.24046 -0.2 0.0 0.8 -0.98
C -2.54181 -2.98750 -2.50880 -0.1 -0.8 -0.4 -0.01
C -3.71348 -3.34290 -1.58949 0.5 -0.1 0.0 -1.10
C -3.55286 -2.83575 -0.13881 -0.5 0.4 -0.4 -1.19
C -2.68178 -1.59082 0.00047 -0.5 0.1 0.8 -0.03
C -3.44935 -0.29940 -0.33977 1.0 -0.1 0.4 -1.34
C -2.47643 0.89055 -0.57436 -0.8 -0.1 -0.3 -0.39
C -2.54097 1.99057 0.50374 -0.3 -0.5 -0.3 -0.35
C -2.53425 3.42431 -0.05643 -0.2 -0.2 0.4 -1.16
N -1.29129 4.17363 0.19966 -0.3 -0.4 0.0 -0.20
C -1.07301 4.16798 1.56775 0.9 0.9 -0.3 0.35
N -0.48004 5.23133 2.08763 0.2 0.2 0.0 -0.36
N -1.40730 3.15948 2.34164 0.0 -1.0 -0.3 -0.39
C -1.49608 1.83703 1.60553 0.8 0.6 0.1 0.04
C -0.04781 1.50792 1.12206 -0.9 -0.5 -0.5 -0.92
C 0.30817 0.01743 1.27296 0.4 0.4 -0.5 -0.53
C 1.72345 -0.22737 1.78924 0.1 0.1 0.3 -1.37
C 2.07108 0.51747 3.07712 -0.5 0.0 0.1 -0.83
C 1.08994 0.25967 4.22361 0.7 -0.6 0.4 0.66
C 1.05476 -1.22321 4.67394 -0.1 0.8 0.2 -0.87
H 3.20096 4.29672 -1.26680 0.0 0.1 0.1 0.44
H 1.61179 4.15044 -2.08635 0.0 0.3 0.1 0.28
H 2.16966 2.87536 -1.01672 0.0 0.0 0.2 -0.03
H 3.63859 3.62761 -3.55606 0.1 -0.1 -0.2 0.32
H 3.80819 2.12481 -2.66796 0.1 0.0 0.2 0.41
H 1.19568 1.94637 -3.06400 -0.4 -0.1 -0.2 0.04
H 1.55596 3.06042 -4.42630 -0.4 0.0 0.1 0.32
H 3.28784 1.31009 -5.21274 0.1 0.1 0.1 0.35
H 2.63236 0.27439 -3.95051 0.1 -0.2 -0.1 0.40
H 0.29034 0.94814 -5.17808 -0.1 0.4 -0.1 0.48
H 1.43753 1.16666 -6.56363 -0.4 0.3 0.0 0.25
H 1.42870 -1.27847 -4.82847 -0.2 -0.3 0.0 0.21
H 2.04009 -1.14023 -6.45486 0.1 -0.1 0.0 0.29
H 0.03026 -1.81038 -7.33683 -0.1 -0.2 0.0 0.44
H -0.69434 -0.38891 -6.63354 -0.2 0.0 -0.1 0.55
H -1.76188 -2.59184 -5.98114 -0.4 0.1 0.1 0.40
H -1.35726 -1.49607 -4.64265 -0.1 -0.1 0.1 -0.12
H 0.39124 -3.04552 -3.91642 0.0 0.0 0.1 0.17
H 0.65420 -3.50995 -5.57204 0.2 -0.1 0.0 0.57
H -0.37752 -5.41267 -5.15800 -0.1 -0.1 -0.1 0.37
H -1.87546 -4.57545 -5.26388 -0.2 0.3 0.0 0.51
H -0.49569 -5.80228 -2.91709 0.3 0.1 0.2 0.45
H -2.18023 -5.58186 -3.22451 0.0 -0.1 0.1 0.22
H -0.40073 -3.36119 -2.13215 0.1 0.1 -0.2 0.44
H -1.50050 -4.35656 -1.25621 0.1 0.0 0.1 0.64
H -2.86915 -3.19205 -3.52887 0.0 0.2 -0.1 0.52
H -2.28134 -1.93198 -2.47242 0.0 0.1 0.0 -0.01
H -3.75496 -4.43148 -1.54494 -0.2 -0.1 -0.1 0.33
H -4.64811 -3.03854 -2.05893 -0.1 0.3 0.2 0.47
H -3.23791 -3.62278 0.53919 0.3 -0.1 -0.1 0.41
H -4.55050 -2.55925 0.21052 -0.1 0.0 0.2 0.41
H -2.43303 -1.50183 1.06182 0.2 -0.1 0.1 0.25
H -1.73007 -1.65398 -0.52231 0.0 -0.1 -0.2 0.23
H -4.03556 -0.08912 0.55320 -0.4 0.1 -0.1 0.51
H -4.13567 -0.44394 -1.17058 0.1 0.0 -0.2 0.40
H -2.75938 1.35284 -1.51900 0.1 0.1 -0.1 0.48
H -1.47969 0.48274 -0.72611 0.1 0.2 0.0 0.11
H -3.52203 1.89161 0.96600 -0.1 -0.1 0.2 0.70
H -3.30968 3.97554 0.47108 -0.1 0.2 -0.1 0.43
H -2.80675 3.45430 -1.10480 0.3 0.0 -0.2 0.39
H -0.49230 3.80065 -0.30811 0.0 0.2 -0.1 0.22
H 0.09152 5.79199 1.47087 -0.5 0.4 0.1 0.26
H -0.64241 5.51582 3.04277 0.5 -0.2 0.0 0.25
H -0.74528 3.07745 3.10616 -0.6 0.1 0.5 0.40
H -1.77484 1.09536 2.34673 -0.3 0.0 0.1 0.91
H 0.67693 2.15749 1.60862 0.0 -0.1 0.2 0.71
H -0.00617 1.74335 0.05859 0.2 0.1 -0.1 0.25
H 0.24610 -0.42891 0.28240 -0.1 -0.2 0.0 0.18
H -0.43527 -0.50343 1.86980 0.0 0.0 0.3 0.43
H 1.82938 -1.29579 1.96080 0.0 -0.1 0.0 0.49
H 2.47997 0.01177 1.04169 -0.1 0.1 -0.2 0.37
H 3.07824 0.22853 3.37276 0.1 -0.1 0.2 0.47
H 2.11468 1.60176 2.93886 0.1 0.0 -0.3 0.34
H 0.08047 0.61341 3.99786 0.0 0.1 -0.2 -0.05
H 1.44820 0.82634 5.08169 -0.2 0.3 0.0 -0.21
H 1.58154 -1.86345 3.97397 -0.3 -0.2 -0.1 0.31
H 0.01975 -1.51747 4.82530 0.0 -0.4 -0.1 0.36
H 1.55014 -1.32079 5.63655 -0.1 -0.2 -0.1 -0.11
O 2.23469 -1.94990 7.73049 -0.3 0.2 0.0 -0.58
C 2.38164 -0.78949 7.97597 0.6 -0.3 0.1 0.58
O 1.46610 0.16747 7.66617 0.0 0.0 0.0 -0.32
C 1.98808 1.46720 7.99463 0.0 0.2 0.1 -0.43
C 3.06640 1.21617 9.03691 0.2 0.0 0.1 -0.52
C 3.59614 -0.15355 8.62218 -0.3 0.5 0.3 -0.51
H 2.38985 1.91948 7.08349 0.0 0.0 0.0 0.24
H 1.18042 2.09158 8.37064 -0.1 -0.1 -0.1 0.34
H 3.82503 1.99595 9.06639 0.0 0.0 -0.1 0.32
H 2.61460 1.15018 10.02752 0.0 0.0 0.0 0.28
H 4.39015 -0.07772 7.87761 0.0 -0.1 0.0 0.25
H 3.93110 -0.73944 9.47289 0.1 -0.2 -0.2 0.32
```
Positions in Å, forces in eV/Å.

Total energy   -1572.19406 a.u.
Charge   +1
HOMO-LUMO gap   8.831 eV
Maximum force   1.59 eV/A

# 2
DFT (wB97M-V/def2-TZVPD) results for a structure of composition C18H27MoN6OPS.

XYZ file:
```
55
Properties=species:S:1:pos:R:3:forces:R:3:nbo_charge:R:1
Mo 0.26035 -0.69236 -0.33135 0.4 -0.2 0.3 0.54
C 4.42681 2.47880 -0.65499 0.0 0.0 0.0 -0.41
N 3.75544 1.76569 -1.74662 0.1 0.1 0.1 -0.30
C 4.27678 1.57141 -3.01188 0.0 0.0 0.0 -0.02
C 3.36866 0.88437 -3.72031 0.0 -0.1 0.0 -0.06
N 2.27717 0.65841 -2.87531 0.0 0.0 0.0 -0.36
C 2.54458 1.21264 -1.65747 0.0 -0.1 -0.1 0.28
S 1.55870 1.26980 -0.24622 -0.1 0.0 0.0 -0.06
C 1.08725 0.02964 -3.32568 0.1 0.1 -0.1 0.41
C 0.72805 0.17379 -4.65593 0.0 0.0 0.0 -0.24
C -0.37950 -0.50953 -5.13028 0.0 0.0 0.0 -0.08
C -1.09102 -1.34015 -4.27588 0.1 -0.1 0.0 -0.22
C -0.66666 -1.42206 -2.97239 -0.1 0.0 0.2 0.07
N 0.37695 -0.72603 -2.47996 -0.1 0.1 -0.1 -0.50
H 5.42265 2.74833 -0.99168 0.0 0.0 0.0 0.24
H 4.49327 1.83006 0.21459 0.0 0.0 0.0 0.24
H 3.86930 3.37721 -0.40213 0.0 0.0 0.0 0.24
H 5.25484 1.92139 -3.29187 0.0 0.0 0.0 0.27
H 3.41664 0.49677 -4.72122 0.0 0.0 0.0 0.26
H 1.29277 0.82900 -5.30202 0.0 0.0 0.0 0.26
H -0.68440 -0.39495 -6.16207 0.0 0.0 0.0 0.26
H -1.94454 -1.91011 -4.61182 0.0 0.0 0.0 0.27
H -1.17292 -2.06205 -2.25296 -0.1 0.0 0.0 0.22
C -2.68748 2.26386 3.11222 0.0 0.0 0.0 -0.08
N -3.30103 2.09252 1.79632 0.0 0.0 0.0 -0.44
C -4.38054 1.10755 1.89598 0.0 0.0 0.0 -0.08
N -3.94089 -0.17727 2.44071 0.1 0.0 0.0 -0.44
C -3.30831 0.04930 3.73915 0.0 0.0 0.0 -0.08
N -2.19993 1.00915 3.68403 -0.1 0.0 0.0 -0.44
C -1.06403 0.47948 2.96128 0.0 -0.1 -0.2 -0.48
P -1.52240 0.09742 1.18868 0.0 0.1 0.0 0.82
C -2.32692 1.73611 0.78486 0.1 -0.2 -0.1 -0.49
C -3.06213 -0.88533 1.51996 0.1 0.0 0.0 -0.50
H -3.43875 2.67548 3.78591 0.0 0.0 0.0 0.22
H -1.86417 2.97619 3.04014 0.0 0.0 0.0 0.21
H -4.82344 0.95367 0.91119 0.0 0.0 0.0 0.21
H -5.14468 1.51200 2.55955 0.0 0.0 0.0 0.22
H -2.94630 -0.89766 4.14155 0.0 0.0 0.0 0.21
H -4.06069 0.44706 4.41960 0.0 0.0 0.0 0.22
H -0.71814 -0.43948 3.43894 0.0 0.0 0.1 0.23
H -0.23802 1.19586 2.95807 0.0 0.0 0.1 0.23
H -2.81508 1.65950 -0.18947 0.0 0.0 0.0 0.23
H -1.55514 2.50518 0.70947 0.0 0.0 0.0 0.24
H -2.77583 -1.85305 1.93838 -0.1 0.0 0.0 0.23
H -3.58499 -1.07078 0.57897 0.0 0.0 0.0 0.23
C 2.45612 -4.18636 0.82437 0.0 0.0 -0.1 -0.27
O 1.61461 -3.30539 0.02959 0.0 0.0 0.1 -0.45
C 1.15551 -2.18754 0.52654 -0.1 0.0 -0.2 0.26
C 1.46628 -1.77416 1.93449 0.0 0.0 0.0 -0.72
H 3.41204 -3.70574 1.01966 0.0 0.0 0.0 0.20
H 2.59943 -5.06809 0.21116 0.0 0.0 0.0 0.23
H 1.95597 -4.45272 1.75205 0.0 0.0 0.0 0.20
H 2.54271 -1.77014 2.11950 0.0 0.0 0.0 0.26
H 0.97643 -2.42571 2.66122 0.0 0.0 0.0 0.26
H 1.10863 -0.75099 2.11134 0.0 0.0 0.0 0.25
```
Positions in Å, forces in eV/Å.

Total energy   -1913.01810 a.u.
Charge   +2
HOMO-LUMO gap (spin up / spin down)   6.368 / 6.342 eV
ΔE to the lowest compared entry with this formula, charge and spin   0.00 kcal per mole
Maximum force   0.49 eV/A

> Look up the total energy of the first one.

-1572.19406 a.u.

> maximum force of number 2 (C18H27MoN6OPS)?

0.49 eV/A

> Among the records above, which one has the lowest maximum force?

C18H27MoN6OPS